{"formula": "C87H205N12O35", "method": "ωB97M-V/def2-TZVPD", "symbols": ["C", "N", "C", "C", "C", "C", "O", "H", "H", "H", "H", "H", "H", "H", "H", "H", "H", "H", "H", "H", "H", "C", "N", "C", "C", "C", "C", "O", "H", "H", "H", "H", "H", "H", "H", "H", "H", "H", "H", "H", "H", "H", "C", "N", "C", "C", "C", "C", "O", "H", "H", "H", "H", "H", "H", "H", "H", "H", "H", "H", "H", "H", "H", "C", "N", "C", "C", "C", "C", "O", "H", "H", "H", "H", "H", "H", "H", "H", "H", "H", "H", "H", "H", "H", "C", "N", "C", "C", "C", "C", "O", "H", "H", "H", "H", "H", "H", "H", "H", "H", "H", "H", "H", "H", "H", "C", "N", "C", "C", "C", "C", "O", "H", "H", "H", "H", "H", "H", "H", "H", "H", "H", "H", "H", "H", "H", "C", "C", "C", "N", "C", "C", "C", "C", "C", "H", "H", "H", "H", "H", "H", "H", "H", "H", "H", "H", "H", "H", "H", "H", "H", "H", "H", "C", "C", "C", "N", "C", "C", "C", "C", "C", "H", "H", "H", "H", "H", "H", "H", "H", "H", "H", "H", "H", "H", "H", "H", "H", "H", "H", "C", "C", "C", "N", "C", "C", "C", "C", "C", "H", "H", "H", "H", "H", "H", "H", "H", "H", "H", "H", "H", "H", "H", "H", "H", "H", "H", "C", "C", "C", "N", "C", "C", "C", "C", "C", "H", "H", "H", "H", "H", "H", "H", "H", "H", "H", "H", "H", "H", "H", "H", "H", "H", "H", "C", "C", "N", "C", "C", "C", "C", "C", "O", "C", "H", "H", "H", "H", "H", "H", "H", "H", "H", "H", "H", "H", "H", "H", "H", "H", "H", "H", "H", "H", "C", "C", "N", "C", "C", "C", "C", "C", "O", "C", "H", "H", "H", "H", "H", "H", "H", "H", "H", "H", "H", "H", "H", "H", "H", "H", "H", "H", "H", "H", "O", "C", "O", "O", "H", "O", "C", "O", "O", "H", "O", "C", "O", "O", "H", "O", "C", "O", "O", "H", "O", "C", "O", "O", "H", "O", "C", "O", "O", "H", "O", "C", "O", "O", "H", "O", "C", "O", "O", "H", "O", "C", "O", "O", "H"], "xyz": [[-0.36083, 2.24941, 4.16643], [0.87021, 2.64434, 5.01208], [0.45244, 2.65372, 6.55731], [2.04266, 1.61657, 4.81696], [1.31208, 4.09257, 4.56951], [1.37402, 4.46739, 3.06846], [2.43055, 3.78440, 2.50142], [-1.23350, 2.88322, 4.32397], [-0.69402, 1.24379, 4.42298], [0.00804, 2.30760, 3.14240], [1.30436, 3.13219, 7.04042], [0.32691, 1.59910, 6.80249], [-0.54701, 3.07115, 6.67962], [1.51141, 0.66858, 4.73219], [2.73834, 1.66556, 5.65465], [2.44402, 1.75260, 3.81271], [2.28622, 4.25148, 5.03201], [0.51354, 4.66605, 5.04021], [1.68919, 5.49036, 2.86275], [0.44753, 4.31548, 2.51470], [2.50335, 4.06559, 1.58642], [-3.88338, 5.36811, -3.73903], [-2.76595, 5.69192, -4.84895], [-3.00479, 7.08226, -5.42963], [-1.37483, 5.82189, -4.22726], [-2.77870, 4.58834, -5.96576], [-4.05320, 4.35383, -6.69762], [-4.92203, 3.61323, -5.89154], [-3.64436, 4.36135, -3.39637], [-4.90570, 5.33958, -4.11608], [-3.70804, 6.16650, -3.01798], [-3.85037, 7.05310, -6.11683], [-2.16543, 7.32314, -6.08197], [-3.06062, 7.89225, -4.70237], [-1.43498, 6.64233, -3.51217], [-0.63102, 5.84065, -5.02381], [-1.19870, 4.96982, -3.57071], [-2.38142, 3.68896, -5.49527], [-1.95862, 4.86117, -6.62994], [-3.75621, 3.73272, -7.54267], [-4.53632, 5.28202, -7.00284], [-5.56242, 3.34950, -6.55634], [-0.98979, -7.91104, -4.25743], [-0.69311, -6.80548, -3.15075], [0.36671, -5.76632, -3.51256], [-2.00620, -5.98139, -3.01415], [-0.44632, -7.53183, -1.78004], [0.91291, -8.29149, -1.51928], [0.93809, -9.51577, -2.09198], [-1.21406, -7.44752, -5.21813], [-1.91437, -8.43198, -4.00868], [-0.14953, -8.60508, -4.23778], [0.28333, -5.08451, -2.66622], [0.06370, -5.27454, -4.43692], [1.31764, -6.27954, -3.65550], [-2.83590, -6.65988, -3.21248], [-2.10234, -5.15159, -3.71436], [-2.18343, -5.71339, -1.97258], [-1.35803, -8.11773, -1.66338], [-0.57079, -6.70941, -1.07560], [1.10802, -8.37748, -0.45034], [1.68125, -7.61687, -1.89695], [1.43564, -10.14013, -1.55886], [-1.24274, 6.79829, 1.31729], [-2.63147, 6.21298, 0.95874], [-3.66357, 7.42286, 1.01130], [-2.63922, 5.47385, -0.39163], [-3.16512, 5.06405, 1.89296], [-3.09387, 5.34450, 3.48021], [-1.79201, 5.17708, 3.90761], [-0.61039, 5.91122, 1.35392], [-1.25981, 7.26898, 2.30027], [-0.92041, 7.57772, 0.62687], [-4.69765, 7.13182, 0.82671], [-3.25119, 8.18236, 0.34705], [-3.51312, 7.71111, 2.05167], [-1.87587, 4.71784, -0.20764], [-2.16779, 6.07193, -1.17147], [-3.64760, 5.14055, -0.63695], [-2.63567, 4.12389, 1.73841], [-4.16358, 4.80640, 1.53970], [-3.85519, 4.78950, 4.02837], [-3.46068, 6.29141, 3.87635], [-1.75705, 5.48338, 4.81676], [3.69110, -2.56073, -5.29351], [2.82055, -1.26698, -5.55493], [1.65190, -1.09557, -4.53048], [3.62515, -0.00067, -5.36277], [2.19297, -1.27268, -6.95975], [1.30839, -2.51906, -7.23009], [2.14958, -3.60956, -7.63015], [4.32418, -2.63091, -6.17804], [2.92447, -3.33155, -5.21475], [4.22873, -2.40088, -4.35890], [1.04681, -2.00151, -4.49538], [0.97520, -0.26392, -4.72679], [2.18856, -0.99392, -3.58721], [4.62723, -0.00875, -5.79157], [3.83790, 0.18362, -4.30973], [3.09305, 0.85567, -5.77706], [2.91483, -1.11430, -7.76096], [1.62521, -0.34250, -6.98223], [0.59914, -2.21904, -8.00149], [0.75687, -2.85898, -6.35352], [1.63035, -4.41119, -7.53327], [4.56229, -3.81981, 4.02656], [4.65646, -3.31136, 2.53603], [3.64645, -2.14807, 2.38225], [6.03281, -2.62809, 2.44328], [4.44484, -4.48305, 1.50428], [3.07775, -4.72442, 0.86085], [2.59265, -3.60454, 0.14611], [4.34647, -2.93476, 4.62506], [5.47782, -4.26483, 4.41626], [3.71522, -4.49767, 3.92126], [2.65232, -2.51070, 2.64359], [3.80283, -1.80839, 1.35840], [3.84676, -1.33857, 3.08415], [6.02423, -2.30749, 1.40153], [6.75219, -3.40929, 2.68889], [6.18160, -1.81565, 3.15454], [4.67553, -5.41393, 2.02232], [5.27037, -4.38187, 0.79976], [2.42853, -5.06113, 1.66908], [3.24449, -5.51166, 0.12563], [2.95126, -3.48635, -0.73652], [-2.79139, -3.25341, 1.37173], [-1.79337, -4.00543, 2.27877], [-1.86735, -3.56235, 3.79204], [-1.04882, -4.52709, 4.76348], [0.42649, -4.50073, 4.41389], [-1.56094, -5.97334, 4.78331], [-1.12537, -6.64419, 6.08257], [-0.84845, -5.55720, 7.09708], [-1.09761, -4.23871, 6.32908], [-3.78807, -3.49209, 1.74291], [-2.93452, -3.72142, 0.39777], [-2.66302, -2.17303, 1.30553], [-0.80457, -3.84675, 1.84840], [-2.00999, -5.05436, 2.07650], [-2.86170, -3.49548, 4.23351], [-1.32843, -2.62690, 3.94235], [1.05811, -5.18830, 4.97639], [0.87765, -3.51022, 4.47258], [0.51183, -4.85369, 3.38615], [-1.10413, -6.46817, 3.92624], [-2.65064, -5.96935, 4.75781], [-0.33698, -7.38530, 5.95110], [-1.90871, -7.31304, 6.43911], [0.11393, -5.48946, 7.60436], [-1.55674, -5.70183, 7.91286], [-0.68836, -3.30104, 6.70511], [-2.14764, -3.95276, 6.39048], [3.85223, 3.96335, -4.32448], [4.64411, 4.25823, -3.13862], [5.26041, 3.10343, -2.24574], [6.31321, 3.62282, -1.16586], [5.65138, 4.58421, -0.18324], [7.60835, 4.29111, -1.68097], [8.80873, 3.95987, -0.83755], [8.32719, 2.87134, 0.15186], [6.93907, 2.43716, -0.44585], [2.79219, 4.19525, -4.22128], [3.94016, 2.93352, -4.67062], [4.18883, 4.51282, -5.20361], [4.16999, 5.08579, -2.61093], [5.57737, 4.77931, -3.35217], [5.81403, 2.32795, -2.77512], [4.51586, 2.58221, -1.64402], [5.17521, 5.41901, -0.69750], [6.49762, 4.97203, 0.38385], [5.05372, 3.94792, 0.46947], [7.45901, 5.37075, -1.69368], [7.66604, 3.97763, -2.72332], [9.20092, 4.87372, -0.39127], [9.51029, 3.58325, -1.58191], [8.12976, 3.22485, 1.16386], [9.13151, 2.14465, 0.26625], [6.21454, 2.02732, 0.25785], [7.05478, 1.61620, -1.15348], [-7.49637, -2.19444, 0.60417], [-6.25785, -1.26827, 0.91938], [-6.57385, 0.10275, 1.73620], [-5.85960, 0.27876, 3.08793], [-4.34671, -0.15258, 3.04142], [-6.59053, -0.38343, 4.27359], [-7.65317, 0.55646, 4.71918], [-7.24990, 1.96192, 4.27127], [-5.92742, 1.78112, 3.60390], [-7.35624, -3.15734, 0.11297], [-8.13753, -1.57801, -0.02593], [-7.86617, -2.37126, 1.61416], [-5.80162, -1.08935, -0.05425], [-5.56415, -1.87129, 1.50526], [-7.64532, 0.21711, 1.90043], [-6.12411, 0.88346, 1.12274], [-3.96432, 0.06495, 2.04414], [-4.39196, -1.24158, 3.03078], [-3.82103, 0.22647, 3.91782], [-5.79937, -0.50737, 5.01304], [-7.01540, -1.35114, 4.00691], [-7.85697, 0.56194, 5.78994], [-8.63456, 0.19474, 4.41236], [-7.07514, 2.55701, 5.16761], [-7.99292, 2.54069, 3.72261], [-5.21333, 1.86781, 4.42285], [-5.80638, 2.54875, 2.83958], [5.27049, 2.32648, 3.81258], [5.66799, 3.05031, 5.06840], [6.58483, 2.16348, 5.96873], [6.70084, 2.74434, 7.44763], [6.86193, 4.31585, 7.58399], [7.99204, 1.95600, 8.00547], [7.51960, 1.28628, 9.28898], [6.16279, 0.87602, 8.96684], [5.57221, 2.19579, 8.31366], [4.70024, 2.95958, 3.13280], [4.70509, 1.40191, 3.92920], [6.09935, 2.10586, 3.13997], [4.75434, 3.42577, 5.52924], [6.34041, 3.87247, 4.82347], [7.56048, 2.06485, 5.49284], [6.26361, 1.13002, 6.09865], [5.88619, 4.68820, 7.27193], [7.68149, 4.48421, 6.88537], [7.12253, 4.50077, 8.62610], [8.83701, 2.63714, 8.10632], [8.23100, 1.12020, 7.34787], [7.41508, 2.05515, 10.05450], [8.14553, 0.48622, 9.68422], [5.54261, 0.53336, 9.79513], [6.08163, -0.02589, 8.36015], [5.44068, 2.97006, 9.06951], [4.70988, 2.27658, 7.65186], [0.49804, 1.82456, -2.29495], [-0.22891, 1.39305, -1.04594], [0.60464, 0.39711, -0.18187], [1.82713, 1.14617, 0.39017], [-0.34861, -0.08406, 1.02750], [0.30627, -1.07019, 2.02727], [1.09054, -0.85197, -0.97919], [0.06588, -1.89393, -1.46453], [-1.10535, -1.32963, -1.97321], [-2.17124, -2.17594, -2.38622], [0.62896, 0.96071, -2.94666], [1.43307, 2.33571, -2.06575], [-0.07554, 2.65061, -2.71537], [-1.19798, 0.95541, -1.28567], [-0.39563, 2.30281, -0.46920], [2.44909, 0.42593, 0.92170], [1.50756, 1.97336, 1.02400], [2.45707, 1.50445, -0.42402], [-1.24178, -0.45587, 0.52541], [-0.79321, 0.81916, 1.44538], [1.14447, -0.75153, 2.64692], [0.70701, -2.02083, 1.67543], [-0.51305, -1.41651, 2.65725], [1.71967, -1.37170, -0.25656], [1.71532, -0.37561, -1.73472], [-0.17089, -2.62578, -0.69224], [0.54977, -2.39967, -2.30011], [-1.81254, -2.72803, -3.25491], [-2.98918, -1.48974, -2.60575], [-2.45758, -2.84148, -1.57187], [-7.52577, -3.64026, -6.16164], [-7.47794, -2.44698, -5.11576], [-6.61178, -1.21721, -5.53820], [-7.05047, -0.73550, -6.89062], [-6.89437, -0.11106, -4.51404], [-6.61003, -0.51482, -3.01897], [-5.10324, -1.67224, -5.73104], [-4.13817, -0.50983, -6.00283], [-4.19566, 0.41939, -4.89810], [-3.10697, 1.28982, -4.85739], [-8.28699, -4.35093, -5.83977], [-6.58706, -4.16569, -6.33728], [-7.85929, -3.30961, -7.14528], [-7.04334, -2.77845, -4.17271], [-8.49479, -2.24137, -4.78131], [-6.39016, 0.09109, -7.15298], [-8.07597, -0.39222, -6.75418], [-6.88038, -1.56793, -7.57343], [-7.98285, -0.11542, -4.57148], [-6.52512, 0.87981, -4.77847], [-5.70946, -1.12710, -3.06595], [-7.31843, -1.26195, -2.66109], [-6.61058, 0.35281, -2.35920], [-5.16527, -2.39851, -6.54147], [-4.84781, -2.15891, -4.78977], [-4.36696, -0.06521, -6.97137], [-3.14957, -0.95785, -6.10299], [-3.03839, 1.75673, -5.83994], [-2.22611, 0.77800, -4.46982], [-3.51027, 2.15761, -4.33547], [-2.05658, -0.96387, 7.99075], [-2.24709, -0.68349, 6.75668], [-3.34767, -0.25765, 6.33397], [-1.18036, -0.75670, 6.20862], [-1.20989, -1.22169, 7.61892], [4.75028, -2.19108, -0.94070], [4.77071, -0.90221, -1.03465], [4.62449, -0.45673, -2.17428], [4.87244, -0.16036, -0.02938], [4.46352, -2.57100, -1.77439], [0.15975, 3.50128, -7.57165], [0.16420, 2.67356, -6.52249], [0.26941, 3.34669, -5.49811], [-0.01500, 1.42160, -6.64193], [0.20598, 4.19536, -6.91006], [3.34531, -1.40161, 7.87769], [3.34165, -1.52417, 6.59937], [4.11612, -0.83549, 5.86383], [2.51722, -2.30733, 6.08350], [2.70439, -2.08897, 8.07357], [5.18763, -4.69504, -3.50856], [4.11432, -5.12245, -2.83342], [3.23317, -4.28258, -2.50107], [3.98517, -6.37819, -2.69743], [5.63642, -5.53715, -3.61365], [-0.43374, -4.73970, -8.76809], [-0.44708, -5.42970, -7.66510], [0.59123, -5.73507, -7.13196], [-1.51504, -5.65566, -7.13976], [-1.35993, -4.59091, -8.97215], [-4.34197, 1.62052, -1.83018], [-3.80057, 1.24502, -0.66615], [-3.64062, 0.01203, -0.54700], [-3.52423, 1.99534, 0.29142], [-4.34691, 0.76324, -2.26220], [-5.24964, -4.70351, -0.84443], [-5.86543, -4.67682, -2.02515], [-6.79437, -5.42565, -2.23872], [-5.38297, -3.82448, -2.84116], [-4.98360, -3.81689, -1.09883], [0.40586, 5.30324, -1.57147], [1.56551, 5.53893, -0.96030], [1.85446, 4.89746, 0.01144], [2.34540, 6.43929, -1.35334], [0.66587, 5.94206, -2.23924]], "forces_ev_per_a": [[1.086, -0.396, 0.310], [-0.439, 0.380, -0.014], [0.699, -0.781, -2.398], [-2.246, 0.243, -0.648], [-1.109, -0.426, 0.286], [0.401, -0.071, 0.220], [0.966, -1.975, 0.055], [0.560, 0.462, 0.102], [0.402, -0.226, 0.148], [-0.390, -0.161, -0.032], [-0.515, 0.014, 0.374], [0.365, -0.067, 0.156], [0.396, 0.615, -0.111], [0.323, -0.299, 0.764], [-0.075, -0.043, -0.276], [0.351, 0.585, 0.344], [-0.130, 0.111, 0.053], [0.413, 0.476, 0.051], [-0.861, 0.783, 1.131], [-0.287, -0.199, 0.272], [-0.124, 0.402, -0.946], [2.020, 0.275, -1.208], [-1.309, 0.490, 0.149], [0.029, -0.723, -1.224], [-1.304, -1.328, 0.835], [1.651, 1.022, 1.029], [0.817, 0.289, 0.278], [-0.834, -0.256, -0.072], [0.082, 0.169, 0.337], [0.367, 0.362, -0.438], [-0.309, -0.324, 0.195], [-0.278, 0.117, 0.511], [0.220, -0.185, 0.137], [-0.283, -0.520, 0.300], [0.300, 0.516, -0.609], [-0.054, 0.282, 0.296], [0.114, -0.417, -0.486], [-0.276, 0.023, 0.225], [-0.218, 0.276, -0.254], [0.024, 0.336, -0.435], [0.120, 0.066, -0.419], [-0.717, -0.503, 0.520], [0.387, 0.884, 0.825], [-1.524, -0.480, -0.853], [-0.643, -1.227, 0.178], [-0.300, -1.560, 0.344], [-0.129, 0.654, -0.403], [-0.917, 2.595, 0.086], [-0.269, -1.895, -1.178], [0.695, 0.425, -0.072], [0.197, 0.028, 0.619], [-0.052, 0.222, -0.288], [0.786, 0.121, -0.086], [-0.006, -0.243, -0.107], [0.116, 0.422, 0.302], [0.062, -0.010, -0.209], [0.533, -0.180, 0.087], [0.484, 0.481, -0.070], [0.282, -0.480, -0.008], [0.463, 0.008, 0.213], [-0.489, 0.372, 0.306], [0.452, 0.008, -0.180], [0.053, 0.027, -0.113], [-0.914, -1.188, 0.227], [-1.877, 0.265, -0.151], [2.019, -1.393, 0.711], [1.553, 0.929, 0.803], [0.330, 1.060, 2.231], [-1.721, 0.826, -1.612], [1.032, -0.546, 0.313], [0.457, 0.414, -0.243], [-0.384, -0.305, 0.043], [-0.200, -0.499, -0.446], [0.325, -0.178, -0.226], [-0.364, -0.078, -0.022], [-0.515, 0.489, -0.173], [-0.610, -0.631, -0.421], [-0.393, 0.448, 0.121], [0.316, -0.192, 0.199], [0.550, 0.282, -0.315], [-0.110, 0.487, 0.158], [0.221, -1.447, -0.402], [0.111, 1.011, -1.062], [0.201, 0.060, 0.184], [-1.577, 1.781, -0.028], [-0.373, 0.757, 0.111], [1.262, -1.214, -0.088], [0.499, 0.212, 0.065], [-0.773, -0.146, 0.489], [1.627, -0.315, -0.250], [0.329, 2.347, 0.017], [-0.098, -0.318, 0.254], [0.645, -0.287, -0.108], [-0.060, -0.079, -0.164], [0.264, -0.067, -0.166], [0.533, 0.254, -0.563], [-0.210, 0.057, 0.032], [-0.216, -0.627, -0.568], [-0.394, -0.350, 0.202], [-0.269, -0.214, -0.035], [0.545, -0.595, 0.355], [-0.512, -0.123, 0.129], [-0.098, -0.143, -0.150], [-0.293, 0.378, 0.160], [-0.631, -1.453, 0.077], [-0.885, 0.695, -1.779], [0.113, 1.015, 2.382], [0.474, -0.952, -0.150], [-0.811, -1.462, -1.064], [1.341, 0.298, 0.566], [1.178, 1.406, -1.015], [-1.545, 0.213, 1.969], [-0.337, -0.130, 0.056], [-0.046, -0.313, -0.663], [0.128, -0.107, 0.930], [0.090, -0.183, -0.468], [-0.522, 0.097, 0.074], [0.557, -0.316, 0.209], [0.784, 0.323, 0.118], [0.191, 0.103, -0.462], [-0.701, -0.047, -0.053], [0.112, 0.114, 0.448], [-0.390, 0.356, -0.359], [-0.675, 0.248, -0.318], [0.018, -0.530, 0.241], [0.492, -1.033, -0.715], [-0.879, -0.561, 0.808], [-0.251, 0.353, -0.126], [1.548, -1.213, 0.263], [1.416, -0.410, 1.601], [-0.084, -0.376, -1.318], [0.504, 0.155, -0.408], [0.332, -1.164, -0.052], [0.062, 1.217, 0.041], [-2.727, 0.700, -0.442], [-0.287, 0.499, 0.456], [0.871, 0.177, -0.241], [0.044, -0.072, -0.140], [0.271, 0.093, 0.424], [-0.031, -0.196, 0.681], [-0.033, -0.102, -0.260], [-0.390, 0.157, 0.041], [-0.586, 0.030, 0.592], [-0.412, 0.174, 0.392], [-0.052, 0.098, -0.164], [-0.503, 0.001, -0.137], [0.108, 0.308, -0.452], [0.532, 0.509, -0.236], [-0.373, 0.334, -0.079], [0.268, -0.549, -0.508], [-0.130, 0.610, -0.044], [1.176, -0.251, -0.776], [-0.429, -0.369, 0.356], [-0.890, -1.047, -2.148], [3.088, 0.903, 2.507], [-0.338, 0.853, 0.761], [0.564, 0.282, -0.005], [1.342, -1.045, -0.138], [-1.887, 1.126, -1.518], [-0.435, -0.375, -0.122], [-0.845, 0.591, -0.308], [0.269, -1.014, 0.396], [-0.004, -0.225, 0.156], [-0.151, -0.240, 0.224], [0.073, 0.322, 0.143], [-0.466, -0.588, 0.887], [0.216, 0.145, -0.998], [-0.151, 0.238, -0.392], [0.059, -0.091, 0.107], [-0.363, -0.431, 0.063], [-0.203, 0.142, 0.284], [-0.495, 0.516, -0.165], [-0.339, -0.058, -0.174], [0.330, -0.117, 0.073], [0.115, -0.287, 0.157], [0.481, -0.163, 0.612], [0.210, 0.478, -0.047], [-0.651, -0.593, -0.251], [0.060, 0.139, 0.183], [0.018, 0.246, -0.339], [0.536, 1.672, 1.228], [-0.518, -0.733, 0.210], [1.205, -1.284, -0.953], [0.590, 1.054, 0.787], [-1.933, -0.720, -0.745], [1.237, -0.550, -0.317], [-1.806, 0.280, 0.669], [-0.866, 0.248, 0.769], [-0.003, -0.623, -0.514], [0.700, 0.203, 0.011], [-0.603, -0.274, 0.293], [-1.020, -0.257, -0.299], [0.458, 0.687, 0.421], [0.182, 0.118, -0.106], [0.095, 0.203, 0.026], [-0.434, 0.247, 0.043], [0.149, 0.774, 0.081], [0.158, 0.016, 0.539], [-0.099, -0.023, -0.085], [-0.042, -0.156, 0.140], [0.406, -0.019, -0.289], [0.785, -0.243, 0.215], [-0.031, 0.401, -0.844], [-0.017, 0.104, 0.005], [-0.047, -0.475, -0.366], [0.585, -0.295, -0.579], [0.636, -0.595, -0.350], [0.058, -0.118, -1.696], [1.127, -0.812, 0.454], [-1.285, 1.094, 0.707], [2.289, -1.502, -0.309], [-0.043, -3.172, -0.827], [-0.474, 0.088, 0.384], [0.942, 1.457, 0.787], [-3.306, -0.305, -0.976], [0.826, 0.125, -0.283], [-0.476, 0.260, 0.420], [0.128, 0.000, 0.435], [0.545, -0.361, 0.406], [0.176, 0.004, 0.507], [-0.515, 0.472, -0.182], [0.200, 0.562, 0.347], [-0.569, 0.065, 0.157], [0.385, 0.453, 0.113], [-0.209, 0.775, 0.192], [-0.093, 0.164, -0.226], [-0.181, 0.025, -0.119], [-0.051, 0.522, -0.534], [0.432, 0.013, 0.367], [0.190, 0.148, -0.334], [0.070, 0.603, 0.401], [0.186, 0.318, -0.844], [-0.077, -0.261, 0.332], [-0.264, -0.965, 0.316], [-0.002, 0.083, 0.373], [0.523, -0.068, 0.243], [-1.375, -0.066, 1.277], [-0.473, -1.068, -0.572], [1.213, 0.128, -1.459], [-0.489, -0.125, -0.135], [-0.195, 1.094, 0.993], [-0.309, 0.328, -0.693], [-0.114, 1.577, 0.369], [0.892, 0.318, 0.234], [-0.006, 0.599, -0.408], [0.284, -0.368, -0.015], [-0.236, -0.461, -0.585], [0.234, -0.351, 0.234], [0.048, -0.266, 0.604], [-0.114, 0.038, 0.135], [-0.167, -0.142, -0.120], [-0.249, -0.007, -0.033], [0.187, -0.709, -0.240], [0.690, 0.241, 0.447], [-0.351, 0.851, 0.103], [-0.210, 0.097, -1.122], [0.053, 0.430, 0.350], [0.299, -0.022, -0.246], [-0.049, -0.547, -0.151], [0.120, -0.095, 0.308], [0.525, -0.523, 0.205], [-0.419, -0.289, -0.190], [-0.023, -0.360, -0.096], [-0.151, -0.162, -0.090], [0.002, 1.224, 0.299], [1.053, -1.717, -0.317], [0.345, -0.266, -0.258], [0.390, 0.093, 0.976], [-1.461, -0.946, 1.322], [0.264, -0.802, -1.763], [-1.171, 0.725, 1.242], [-0.671, -0.498, 0.764], [-0.854, -1.744, -0.926], [-0.814, 1.008, -0.644], [0.237, 0.012, 0.293], [0.029, 0.057, 0.502], [-0.160, 0.176, 0.033], [0.594, -0.434, -0.228], [-0.078, 1.087, -0.751], [-0.291, 0.029, -0.115], [0.000, -0.205, -0.606], [-0.511, 0.365, -0.133], [-0.129, 0.607, -0.202], [0.390, -0.540, -0.271], [0.581, 0.529, 0.750], [-0.401, 0.338, -0.043], [0.348, -0.136, -0.175], [0.341, 0.106, 0.110], [0.048, -0.262, -0.085], [0.086, 0.552, 0.042], [0.206, -0.001, 0.113], [1.044, -0.545, -0.417], [0.260, 0.563, -0.139], [0.632, -0.236, 1.031], [-1.645, -1.475, 4.788], [-6.354, 3.523, -1.497], [-0.008, -0.371, -0.492], [5.252, -0.291, -6.044], [2.765, -1.089, 2.583], [0.376, -3.225, 2.157], [-0.363, 3.755, -0.641], [-0.419, 0.877, -2.358], [0.296, -0.711, 1.496], [0.010, -0.370, -0.780], [-0.284, -0.005, -2.116], [-1.016, -4.869, -0.484], [0.169, 0.968, 3.822], [0.566, 1.858, 0.020], [0.423, 2.124, -0.856], [0.404, 0.373, 3.187], [0.441, 0.675, -5.997], [0.548, 0.601, 1.121], [-0.942, -1.154, 0.325], [-0.410, -0.212, 0.957], [0.693, 0.603, 0.071], [-2.760, -2.483, 0.223], [0.611, 1.245, 0.473], [0.586, 1.372, 0.248], [0.647, -0.215, -0.469], [0.398, 1.691, -3.126], [-0.803, -0.563, 2.059], [4.706, -0.422, 0.822], [-4.402, -0.539, 1.014], [-0.181, 0.022, -0.181], [-0.121, 1.625, -0.563], [0.723, -2.015, 2.930], [0.174, -1.262, -0.658], [-0.280, 2.416, -0.500], [-0.298, -0.314, -0.744], [0.782, 0.490, 1.823], [-2.047, -1.453, -3.450], [-0.915, -0.835, 0.052], [0.472, 1.132, -0.057], [1.907, 1.286, 1.481], [-0.994, 0.328, -1.155], [3.724, 2.130, 0.986], [-0.329, -3.808, 4.170], [-1.274, 0.478, -1.923], [-1.076, 0.514, -1.576]], "e_homo_ev": -10.48, "homo_lumo_gap_ev": 5.30, "total_energy_ev": -183051.2746, "e_lumo_ev": -5.2, "charge": 3}